Entry one
Molecular formula: C3H10N2O2
Method: DFT, ωB97M-V with the def2-TZVPD basis set

XYZ file:
```
17
C3H10N2O2 (ωB97M-V with the def2-TZVPD basis set)
H -0.420 1.758 -2.096
N -0.899 1.395 -1.284
C -0.243 1.443 -0.203
O -0.979 1.702 1.081
O -2.354 1.349 0.950
H 0.736 1.884 -0.013
H -2.504 1.475 -0.012
C -0.203 -1.530 -0.591
N 0.312 -0.514 0.325
C 1.697 -0.754 0.718
H -1.252 -1.317 -0.784
H 0.362 -1.467 -1.521
H -0.113 -2.541 -0.177
H -0.294 -0.461 1.154
H 1.837 -1.751 1.153
H 1.987 -0.015 1.463
H 2.331 -0.656 -0.163
```

## Properties
Spin multiplicity: 1
LUMO level: 0.82 eV
Orbital gap: 9.82 eV
SMILES: [H]/N=C/OO.CNC
E_HOMO: -9.0 eV

Entry two
Molecular formula: C3H10N2O2
Method: DFT, ωB97M-V with the def2-TZVPD basis set

XYZ file:
```
17
C3H10N2O2 (ωB97M-V with the def2-TZVPD basis set)
C -1.695 -1.485 -0.085
C -0.321 -0.983 0.421
O 0.704 -1.606 0.314
N -0.431 0.200 1.125
C 0.800 0.909 1.431
N 1.313 1.569 0.252
H -1.927 -0.989 -1.025
H -2.392 -1.265 0.717
H -1.591 -2.552 -0.256
H -1.359 0.556 1.028
H 1.490 0.175 1.835
H 0.662 1.673 2.199
H 2.230 1.308 -0.100
H 0.689 1.776 -0.513
O -0.266 1.040 -2.550
H -0.747 0.210 -2.569
H 0.289 1.116 -3.330
```

## Properties
Spin multiplicity: 1
LUMO level: 0.64 eV
Orbital gap: 9.31 eV
SMILES: CC(=O)NCN.O
E_HOMO: -8.7 eV

Entry three
Molecular formula: C3H10N2O2
Method: DFT, ωB97M-V with the def2-TZVPD basis set

XYZ file:
```
17
C3H10N2O2 (ωB97M-V with the def2-TZVPD basis set)
C 0.739 -1.819 1.323
C 0.338 -0.644 0.491
O 1.177 0.211 0.220
N -0.977 -0.450 0.125
C -1.380 0.654 -0.704
N -2.383 0.252 -1.704
H -0.055 -2.378 1.821
H 1.285 -2.512 0.677
H 1.430 -1.554 2.120
H -1.599 -1.219 0.239
H -1.808 1.486 -0.137
H -0.568 1.165 -1.208
H -3.245 0.043 -1.223
H -2.107 -0.622 -2.164
O 3.159 2.756 -0.226
H 3.463 2.622 0.673
H 2.531 2.008 -0.325
```

## Properties
Spin multiplicity: 1
LUMO level: 0.64 eV
Orbital gap: 10.36 eV
SMILES: CC(=O)NCN.O
E_HOMO: -9.7 eV

Quick one: least stable of them? entry one

Entry one
Molecular formula: C3H10N2O2
Method: DFT, ωB97M-V with the def2-TZVPD basis set

XYZ file:
```
17
C3H10N2O2 (ωB97M-V with the def2-TZVPD basis set)
C 1.679 -0.671 0.559
C 0.253 -0.514 0.065
O -0.578 0.136 0.945
N -0.915 -1.060 2.032
N 0.285 0.509 -1.255
C -1.017 0.698 -1.876
O 0.750 1.802 -0.857
H 2.351 -0.902 -0.273
H 1.732 -1.485 1.288
H 2.030 0.238 1.053
H -0.147 -1.461 -0.321
H -1.935 -0.997 2.010
H -0.617 -0.581 2.884
H -0.908 1.295 -2.790
H -1.440 -0.269 -2.158
H -1.730 1.214 -1.222
H 0.207 2.048 -0.083
```

## Properties
Spin multiplicity: 1
LUMO level: 0.79 eV
Orbital gap: 9.69 eV
SMILES: C[C@@H](ON)N(C)O
E_HOMO: -8.9 eV

Entry two
Molecular formula: C3H10N2O2
Method: DFT, ωB97M-V with the def2-TZVPD basis set

XYZ file:
```
17
C3H10N2O2 (ωB97M-V with the def2-TZVPD basis set)
C -0.137 -1.867 -0.380
C -0.547 1.453 1.392
C 1.338 1.161 -0.068
N -0.678 -0.985 -1.265
N 0.213 0.533 0.585
O -2.015 -0.835 -0.961
O 1.064 -2.435 -0.783
H -2.287 -0.085 -1.512
H 1.034 -2.626 -1.730
H -0.827 -2.572 0.101
H 0.171 -0.867 0.492
H 2.030 1.614 0.657
H -0.881 2.325 0.810
H -1.422 0.950 1.809
H 0.046 1.845 2.233
H 1.009 1.973 -0.733
H 1.890 0.419 -0.648
```

## Properties
Spin multiplicity: 1
LUMO level (alpha / beta): -0.69 / -0.01 eV
Orbital gap (alpha / beta): 6.48 / 8.19 eV
E_HOMO (alpha / beta): -7.2 / -8.2 eV

Quick one: least stable of them? entry two

Entry one
Molecular formula: C3H10N2O2
Method: DFT, ωB97M-V with the def2-TZVPD basis set

XYZ file:
```
17
C3H10N2O2 (ωB97M-V with the def2-TZVPD basis set)
N -1.775 0.285 -2.045
C -0.901 -0.283 -1.036
C 0.477 0.558 -0.972
N 1.395 0.220 0.143
C 1.489 -1.079 0.677
O 1.647 -1.418 1.871
H -2.488 -0.426 -2.175
H -1.435 0.475 -2.965
H -1.380 -0.136 -0.032
H -0.841 -1.292 -1.337
H 0.304 1.642 -0.943
H 1.132 0.401 -1.844
H 1.725 1.061 0.713
H 1.263 -1.828 0.015
O -0.361 0.853 3.015
H -0.244 1.087 3.961
H -0.007 -0.119 2.954
```

## Properties
Spin multiplicity: 1
LUMO level: 0.89 eV
Orbital gap: 10.41 eV
SMILES: NCCNC=O.O
E_HOMO: -9.5 eV

Entry two
Molecular formula: C3H10N2O2
Method: DFT, ωB97M-V with the def2-TZVPD basis set

XYZ file:
```
17
C3H10N2O2 (ωB97M-V with the def2-TZVPD basis set)
C 1.737 0.777 0.531
C 0.824 -0.256 -0.075
O 0.626 -0.215 -1.361
O 1.396 -1.794 0.578
C -0.322 -0.722 0.758
N -1.702 0.354 0.318
N -1.675 0.799 -1.078
H 1.729 1.729 -0.005
H 2.790 0.500 0.527
H 1.506 1.008 1.569
H 1.531 -2.313 -0.224
H -0.269 -0.488 1.812
H -0.814 -1.650 0.499
H -2.542 -0.228 0.365
H -0.569 0.338 -1.487
H -2.421 0.351 -1.618
H -1.825 1.810 -1.110
```

## Properties
Spin multiplicity: 1
LUMO level: 0.49 eV
Orbital gap: 8.91 eV
SMILES: C[C@@]([O-])(O)CN[NH3+]
E_HOMO: -8.4 eV

Entry three
Molecular formula: C3H10N2O2
Method: DFT, ωB97M-V with the def2-TZVPD basis set

XYZ file:
```
17
C3H10N2O2 (ωB97M-V with the def2-TZVPD basis set)
C 0.055 0.494 2.573
C -0.660 -0.632 1.825
N -0.809 -0.384 0.405
C 0.085 -0.698 -0.580
N 1.161 -1.462 -0.161
O -0.080 -0.275 -1.711
H 1.138 0.424 2.516
H -0.221 0.499 3.624
H -0.284 1.449 2.184
H -0.147 -1.585 1.956
H -1.660 -0.766 2.224
H -1.477 0.305 0.092
H 1.794 -1.677 -0.922
H 1.666 -1.112 0.641
O -0.019 2.383 -2.292
H 0.849 2.153 -1.946
H -0.265 1.525 -2.675
```

## Properties
Spin multiplicity: 1
LUMO level: 0.68 eV
Orbital gap: 10.43 eV
SMILES: CCNC(N)=O.O
E_HOMO: -9.8 eV

Entry four
Molecular formula: C3H10N2O2
Method: DFT, ωB97M-V with the def2-TZVPD basis set

XYZ file:
```
17
C3H10N2O2 (ωB97M-V with the def2-TZVPD basis set)
C 0.226 -1.507 -0.255
N 0.410 -0.090 -0.519
C -0.705 0.830 -0.431
C -2.036 0.226 0.228
N -2.253 0.646 1.490
O -2.686 -0.629 -0.513
H -0.360 -2.053 -1.063
H -0.202 -1.634 0.792
H 1.167 -2.111 -0.269
H 1.056 0.182 0.204
H -1.028 1.166 -1.434
H -0.290 1.715 0.307
H 3.204 1.576 -1.857
H 2.604 1.067 -2.005
H -3.159 0.251 1.746
H 1.921 0.246 2.275
O 2.131 0.121 1.304
```

## Properties
Spin multiplicity: 1
LUMO level: -5.10 eV
Orbital gap: 4.17 eV
E_HOMO: -9.3 eV

Quick one: least stable of them? entry four

Entry one
Molecular formula: C3H10N2O2
Method: DFT, ωB97M-V with the def2-TZVPD basis set

XYZ file:
```
17
C3H10N2O2 (ωB97M-V with the def2-TZVPD basis set)
N 2.177 -1.633 -0.317
C 1.142 -1.053 0.547
C -0.038 -0.505 -0.362
N -0.967 0.374 0.308
C -1.368 0.349 1.592
O -2.246 1.042 2.071
H 2.938 -2.023 0.219
H 2.532 -0.900 -0.918
H 0.669 -1.829 1.108
H 1.508 -0.156 1.034
H -0.576 -1.380 -0.715
H 0.365 -0.050 -1.264
H -1.420 1.101 -0.250
H -0.947 -0.475 2.192
O -0.931 2.212 -1.807
H -1.797 1.853 -2.012
H -1.041 3.074 -1.425
```

## Properties
Spin multiplicity: 1
LUMO level: 0.59 eV
Orbital gap: 9.98 eV
SMILES: NCCNC=O.O
E_HOMO: -9.4 eV

Entry two
Molecular formula: C3H10N2O2
Method: DFT, ωB97M-V with the def2-TZVPD basis set

XYZ file:
```
17
C3H10N2O2 (ωB97M-V with the def2-TZVPD basis set)
C 2.009 0.395 0.841
C 0.901 -0.058 -0.107
O 0.857 -1.151 -0.631
N 0.070 0.979 -0.480
C -1.099 0.684 -1.316
N -2.339 1.248 -0.847
H 1.624 0.802 1.774
H 2.594 -0.501 1.048
H 2.684 1.122 0.402
H 0.369 1.925 -0.328
H -0.828 1.022 -2.329
H -1.136 -0.398 -1.345
H -2.489 2.152 -1.268
H -3.121 0.627 -1.016
O -0.359 -3.197 1.988
H -0.309 -2.476 1.360
H 0.572 -3.176 2.255
```

## Properties
Spin multiplicity: 1
LUMO level: 0.72 eV
Orbital gap: 10.50 eV
SMILES: CC(=O)NCN.O
E_HOMO: -9.8 eV

Entry three
Molecular formula: C3H10N2O2
Method: DFT, ωB97M-V with the def2-TZVPD basis set

XYZ file:
```
17
C3H10N2O2 (ωB97M-V with the def2-TZVPD basis set)
N 1.844 2.201 0.028
C 0.645 1.345 0.325
C 0.647 0.051 -0.482
N -0.137 -1.009 -0.026
C 0.078 -2.042 0.749
O -0.874 -2.692 1.293
H 2.681 1.604 0.488
H 1.659 3.164 0.523
H -0.223 1.928 0.085
H 0.570 1.019 1.302
H 0.326 0.329 -1.440
H 1.728 -0.227 -0.578
H -1.097 -1.059 -0.374
H 0.972 -2.641 0.450
O -3.015 -0.320 -0.660
H -2.951 -0.557 -1.589
H -2.852 -1.095 -0.095
```

## Properties
Spin multiplicity: 1
LUMO level: 0.63 eV
Orbital gap: 10.28 eV
SMILES: NCCNC=O.O
E_HOMO: -9.6 eV

Quick one: least stable of them? entry three